(1)
Entry from the Open Molecules 2025 dataset: C13H25CeClNSiSn as an isolated structure in a non-equilibrium geometry (ωB97M-V/def2-TZVPD).

Structure (XYZ):
```
43
C13H25CeClNSiSn ωB97M-V/def2-TZVPD
Ce -0.59172 -0.41692 -1.10528
Cl 1.34994 -1.60512 -1.59476
C -0.15061 1.10260 -2.30564
H -0.68877 1.95903 -1.84422
H -0.51448 0.96800 -3.32851
H 0.92023 1.32809 -2.31191
Sn -0.17601 -3.17416 -2.36007
C -0.28620 -4.66580 -0.99832
C 0.12743 -3.71721 -4.26293
C -1.70459 -1.72791 -2.14118
H -0.72730 -3.38278 -4.87278
H 1.06302 -3.30409 -4.66921
H 0.17280 -4.81988 -4.25446
H -1.28205 -4.64765 -0.52861
H -0.15962 -5.59802 -1.57512
H 0.49516 -4.58893 -0.22663
H -2.11501 -1.29110 -3.01843
H -2.36684 -2.18784 -1.40338
C 1.82524 3.24707 -0.95997
Si 0.91571 2.59663 0.56340
C 2.20332 2.96178 1.88267
C -0.58786 3.70831 0.74642
N 0.39468 0.84035 0.65134
C -0.13822 0.28254 1.82238
C -0.53135 -1.07402 1.82870
C -1.08625 -1.68048 2.95533
C -1.27643 -0.94325 4.11608
C -0.91141 0.40156 4.15238
C -0.35287 1.00514 3.03588
H 2.18881 4.26676 -0.72412
H 1.17080 3.36800 -1.83434
H 2.69696 2.60916 -1.18656
H 2.47797 4.03199 1.81939
H 1.86730 2.76214 2.91052
H 3.10268 2.35187 1.68263
H -1.27692 3.54113 -0.09885
H -1.12555 3.50654 1.68797
H -0.26328 4.76727 0.73774
H -0.38892 -1.68462 0.92259
H -1.37145 -2.72793 2.92030
H -1.71418 -1.40978 4.99557
H -1.07108 0.98277 5.05971
H -0.11308 2.05875 3.11426
```

Calculated values
Highest occupied orbital energy (alpha / beta)   -5.873 / -6.642 eV
HOMO-LUMO gap (alpha / beta)   5.86 / 6.61 eV
Multiplicity   2
⟨S²⟩   0.751

=====

(2)
Entry from the Open Molecules 2025 dataset: a 9-piece molecular cluster, C13H25Cl21O8P2 overall in a non-equilibrium geometry (ωB97M-V/def2-TZVPD).

Structure (XYZ):
```
69
C13H25Cl21O8P2 ωB97M-V/def2-TZVPD
C 1.57651 -1.77281 0.99440
O 0.94360 -0.95487 0.12254
P -0.57823 -0.40595 0.37372
O -0.69669 0.36603 1.60454
O -1.42064 -1.79755 0.30107
C -2.83472 -1.80094 0.36140
O -0.95512 0.40199 -0.98384
C -1.07280 -0.26899 -2.22889
H 0.96252 -1.88033 1.88857
H 2.48676 -1.32329 1.39123
H 1.73257 -2.75808 0.55510
H -3.27651 -0.87649 0.73328
H -3.12977 -2.51855 1.12696
H -3.36305 -2.07583 -0.55151
H -1.10714 0.48988 -3.01057
H -2.05525 -0.73108 -2.32573
H -0.28366 -0.99826 -2.41195
C 1.19670 4.21632 2.12417
O 1.17061 4.81357 0.84371
P 2.57739 4.94830 -0.04644
O 2.48489 5.82383 -1.24578
O 3.01710 3.41436 -0.25289
C 1.98765 2.47737 -0.63138
O 3.67033 5.50000 1.01518
C 4.99572 5.73635 0.63290
H 2.21738 3.96711 2.41437
H 0.58280 3.31600 2.09857
H 0.79624 4.96686 2.80566
H 2.26325 2.08032 -1.60837
H 0.99932 2.93535 -0.59198
H 2.03279 1.53820 -0.08000
H 5.26481 5.57519 -0.41100
H 5.58749 5.06818 1.25857
H 5.32910 6.74845 0.86224
C -5.54656 -5.81795 0.96151
Cl -5.34230 -4.21310 1.60659
Cl -6.22886 -6.85145 2.18818
Cl -4.04891 -6.51497 0.27011
H -6.28516 -5.79185 0.16032
C 3.73501 -1.86338 -2.81965
Cl 2.40454 -0.73817 -2.52804
Cl 3.87980 -2.40660 -4.47289
Cl 3.52901 -3.35964 -1.88743
H 4.64174 -1.32477 -2.54427
C 3.32268 0.36899 4.20137
Cl 2.35093 0.98908 2.84033
Cl 4.63313 -0.56812 3.59617
Cl 2.42234 -0.60110 5.36810
H 3.71580 1.14500 4.85814
C -3.02379 -0.76877 -6.01454
Cl -1.64629 0.31178 -6.50925
Cl -3.72565 -0.13939 -4.49996
Cl -2.71422 -2.51031 -6.07722
H -3.81201 -0.67420 -6.76144
C -3.39798 3.09517 -0.48770
Cl -4.06957 1.41972 -0.76972
Cl -2.22945 3.38517 0.85559
Cl -4.73118 4.33879 -0.41326
H -2.74653 3.28751 -1.34016
C -1.52563 -1.44075 4.42523
Cl -3.27673 -1.83002 4.15464
Cl -0.84352 -2.67689 5.47573
Cl -1.29481 0.15406 5.10971
H -1.08348 -1.49488 3.43041
C -0.02832 -4.11050 -1.79444
Cl 0.60149 -3.77694 -3.42193
Cl 0.85320 -5.45134 -1.04413
Cl -1.68218 -4.63845 -1.95517
H 0.09151 -3.15237 -1.28876
```

Calculated values
Highest occupied orbital energy   -10.389 eV
HOMO-LUMO gap   10.48 eV
Energy relative to the best compared isomer or geometry (same formula, charge and spin)   0.0 kJ/mol
SMILES   COP(=O)(OC)OC.COP(=O)(OC)OC.ClC(Cl)Cl.ClC(Cl)Cl.ClC(Cl)Cl.ClC(Cl)Cl.ClC(Cl)Cl.ClC(Cl)Cl.ClC(Cl)Cl

=====

(3)
Entry from the Open Molecules 2025 dataset: C13H25ClNO4P2Rh as an isolated structure in a non-equilibrium geometry (ωB97M-V/def2-TZVPD).

Structure (XYZ):
```
47
C13H25ClNO4P2Rh ωB97M-V/def2-TZVPD
C 0.05046 -0.24361 -4.65463
C 0.36598 -0.18270 -3.22750
H 0.97652 -0.18602 -5.24465
H -0.61162 0.59580 -4.91278
H -0.46949 -1.19133 -4.86373
O 1.41330 -0.15288 -2.63258
Cl -1.43279 -0.16746 -2.12106
Rh -0.01445 0.00096 -0.25743
P -0.00815 2.34013 -0.60286
C 1.16351 3.33597 0.36151
C 0.33492 2.90730 -2.29579
H 0.74344 3.92614 -2.24985
H -1.94822 3.73434 -0.94805
H -0.59140 2.90712 -2.88196
H -2.40372 2.07699 -0.42030
H 2.16432 2.88754 0.33636
H 1.07117 2.24023 -2.75501
C -1.70188 2.90566 -0.27009
H 1.19889 4.34014 -0.08109
H -1.74267 3.22741 0.77837
H 0.80900 3.38527 1.39976
P 0.21399 -2.36100 -0.35058
C 1.47779 -3.10092 0.72323
C -1.44263 -3.02566 -0.01419
H -0.25352 -3.21399 -2.58129
H 1.05250 -4.11924 -1.75060
H 1.39113 -2.50482 -2.44621
C 0.63664 -3.12262 -1.95026
H -2.18833 -2.26254 -0.26781
H -1.60708 -3.92702 -0.62079
H 1.61565 -4.14684 0.41664
H 1.13248 -3.05314 1.76455
H -1.50485 -3.24923 1.05868
H 2.43053 -2.56254 0.62644
C 1.68103 0.13158 0.42464
O 2.76596 0.21273 0.83263
O -0.66211 2.40055 2.51549
C -0.58322 1.24199 2.90166
C -0.67825 0.91593 4.39219
C -0.62583 -0.57733 4.44838
C -0.53637 -1.00030 2.98266
O -0.57641 -2.19216 2.68115
N -0.43001 0.09345 2.16055
H 0.16922 1.36798 4.91875
H -1.60478 1.33824 4.79323
H 0.26668 -0.93139 4.97918
H -1.50735 -1.03872 4.90505
```

Calculated values
Highest occupied orbital energy (alpha / beta)   -12.530 / -16.764 eV
HOMO-LUMO gap (alpha / beta)   5.76 / 5.87 eV
Multiplicity   5
⟨S²⟩   6.056
Net charge   +2

=====

(4)
Entry from the Open Molecules 2025 dataset: C13H25N2O11S5 as an isolated structure in a non-equilibrium geometry (ωB97M-V/def2-TZVPD).

Structure (XYZ):
```
56
C13H25N2O11S5 ωB97M-V/def2-TZVPD
O 2.31945 2.96848 4.55479
C 2.37999 1.91375 4.09068
N 2.44315 0.81003 3.60484
S 3.62786 0.87887 2.30773
O 4.02236 -0.45330 2.06807
O 4.63839 1.76580 2.80003
N 2.74551 1.41929 1.07823
S 3.35425 2.71718 0.34547
O 2.54697 2.93254 -0.82055
O 4.75400 2.63941 0.06680
H 3.09168 3.78515 1.14414
C 1.27685 5.95689 -5.64509
C 1.52400 4.47477 -5.33437
C 1.56137 4.32090 -3.80761
S 0.52805 5.63409 -3.15043
O 1.35144 6.55245 -2.40815
O -0.67479 5.07576 -2.59107
C 0.13573 6.38670 -4.73001
H 1.02892 6.11659 -6.69449
H 2.17443 6.53640 -5.41857
H 0.70724 3.87730 -5.74604
H 2.44918 4.11759 -5.78429
H 1.16791 3.36286 -3.48208
H 2.56490 4.45652 -3.41164
H 0.05651 7.46452 -4.60964
H -0.81590 5.97459 -5.06429
C -0.82449 -2.20253 5.46973
C -1.09213 -3.57513 4.83482
C -1.60450 -3.32349 3.41285
S -0.89542 -1.76219 2.88682
O -1.96268 -0.80981 2.71213
O 0.07007 -2.01313 1.84919
C -0.05150 -1.40226 4.42314
H -0.26199 -2.28950 6.39857
H -1.77237 -1.70749 5.69391
H -0.16134 -4.14512 4.79781
H -1.80915 -4.15791 5.41223
H -1.29206 -4.09837 2.72114
H -2.68634 -3.22337 3.38766
H -0.05932 -0.33112 4.60077
H 0.97429 -1.75611 4.33078
C -2.70534 -3.29054 -1.84460
C -1.38797 -4.06536 -1.71516
C -1.43269 -4.82475 -0.38453
S -3.17011 -5.13938 -0.04584
O -3.54923 -4.39993 1.13167
O -3.44058 -6.55062 -0.17281
C -3.81004 -4.27932 -1.47720
H -2.84458 -2.89382 -2.84887
H -2.70869 -2.45085 -1.14685
H -1.29941 -4.77421 -2.54173
H -0.52503 -3.40356 -1.75668
H -0.90649 -5.77423 -0.43491
H -1.03529 -4.22166 0.43090
H -4.75348 -3.80220 -1.22287
H -3.96156 -5.01718 -2.26451
```

Calculated values
Highest occupied orbital energy   -6.300 eV
HOMO-LUMO gap   8.52 eV
Net charge   -1

=====

(5)
Entry from the Open Molecules 2025 dataset: one molecule with the formula C13H25N2O2 in a non-equilibrium geometry (ωB97M-V/def2-TZVPD).

Structure (XYZ):
```
42
C13H25N2O2 ωB97M-V/def2-TZVPD
C 1.43229 1.60947 -1.14004
C 0.29430 0.50674 -0.84301
C -0.24774 -0.19736 -2.16252
C 0.86525 -0.58077 -3.22632
C 1.58294 -1.97671 -2.92244
N 0.78712 -3.09861 -2.48645
O 2.80660 -2.12260 -3.00658
C -0.92981 1.29993 -0.19886
C -0.87008 1.54471 1.36312
C -2.39892 1.75178 1.84353
C -0.12773 2.90686 1.79193
N -0.28645 0.45376 2.19004
O -0.97660 0.19532 3.26772
C 0.03098 -0.78180 1.43809
C -1.25970 -1.70492 1.14032
C 0.93277 -1.68548 2.44276
C 0.94414 -0.56050 0.15181
H 1.66588 2.23219 -0.22804
H 2.36473 1.06440 -1.50522
H 1.05020 2.21801 -2.01413
H -0.92632 0.57044 -2.67302
H -0.93324 -1.08003 -1.93915
H 0.31382 -0.76057 -4.21315
H 1.62157 0.22259 -3.44221
H -0.05505 -3.23500 -3.04858
H 1.35779 -3.94536 -2.42052
H -0.93515 2.33210 -0.69009
H -1.92157 0.83007 -0.51544
H -2.46498 2.25211 2.85551
H -3.00415 0.80322 1.76284
H -2.85493 2.50241 1.10871
H -0.37545 3.04007 2.89866
H 0.99548 2.83783 1.73200
H -0.55513 3.80717 1.25533
H -1.87245 -1.87040 2.07174
H -0.82810 -2.69928 0.79195
H -1.83514 -1.27281 0.27089
H 1.93909 -1.88808 1.94369
H 1.18375 -1.12789 3.39785
H 0.39551 -2.63623 2.73417
H 1.13813 -1.57711 -0.29539
H 1.95638 -0.17967 0.51849
```

Calculated values
Highest occupied orbital energy (alpha / beta)   -8.568 / -9.529 eV
HOMO-LUMO gap (alpha / beta)   9.10 / 9.66 eV
Multiplicity   2
⟨S²⟩   0.754
Energy relative to the best compared isomer or geometry (same formula, charge and spin)   0.0 kJ/mol

=====

How do the records compare in E_tot? In the order shown, they have -2003.9759; -11459.1020; -2118.8060; -3438.4587; -770.2152 Ha.